This record from the OMol25 dataset describes a structure of composition C50H41Cl4GeLiNO2P. The level of theory is ωB97M-V with the def2-TZVPD basis set.

Last column: Löwdin charge in e.
CARTESIAN COORDINATES (ANGSTROEM)
Li  1.193  0.054  -0.225  0.52
C  0.378  -4.899  -4.353  -0.11
C  1.617  -4.738  -3.610  -0.08
C  1.622  -4.184  -2.329  -0.09
C  0.410  -3.843  -1.731  -0.41
C  -0.795  -4.072  -2.423  -0.12
C  -0.821  -4.502  -3.786  -0.10
P  0.215  -3.117  -0.114  1.09
C  -0.927  -4.311  0.702  -0.37
C  -1.474  -3.947  1.912  -0.13
C  -2.314  -4.749  2.640  -0.09
C  -2.595  -6.066  2.106  -0.09
C  -1.952  -6.450  0.928  -0.10
C  -1.042  -5.617  0.249  -0.11
C  1.712  -3.558  0.688  -0.35
C  2.049  -4.893  0.828  -0.12
C  3.103  -5.318  1.648  -0.11
C  3.811  -4.398  2.376  -0.05
C  3.568  -2.977  2.200  -0.15
C  4.318  -1.968  2.960  -0.09
C  4.001  -0.641  2.822  -0.11
C  2.943  -0.245  1.883  -0.17
C  2.251  -1.181  1.202  -0.18
C  2.494  -2.540  1.355  -0.24
H  0.356  -5.270  -5.391  0.09
H  2.514  -5.095  -4.119  0.09
H  2.596  -3.951  -1.886  0.11
H  -1.703  -4.090  -1.784  0.10
H  -1.783  -4.484  -4.380  0.11
H  -1.460  -2.887  2.236  0.11
H  -2.864  -4.284  3.492  0.10
H  -3.167  -6.728  2.764  0.08
H  -2.156  -7.399  0.418  0.09
H  -0.516  -5.918  -0.634  0.09
H  1.480  -5.658  0.273  0.10
H  3.233  -6.407  1.666  0.09
H  4.624  -4.680  3.057  0.09
H  5.133  -2.322  3.628  0.09
H  4.617  0.041  3.389  0.07
H  2.763  0.787  1.567  0.06
C  0.762  3.848  0.224  -0.12
H  1.331  4.283  -0.631  0.13
H  -0.306  4.074  0.114  0.11
Cl  -2.283  5.949  2.367  0.76
C  -3.000  4.545  2.968  -0.64
C  -4.328  4.637  3.411  -0.11
C  -5.082  3.465  3.620  -0.12
C  -4.472  2.266  3.717  -0.13
C  -3.162  2.164  3.249  -0.55
Cl  -2.504  0.567  2.913  0.72
C  -2.412  3.284  2.965  -0.29
N  -1.009  3.152  2.781  0.07
C  -0.086  3.893  3.485  -0.24
C  -0.296  4.108  4.847  -0.02
C  0.780  4.529  5.652  -0.12
C  2.037  4.707  5.138  -0.11
C  2.176  4.657  3.744  -0.06
C  1.138  4.304  2.916  -0.17
C  1.367  4.535  1.430  -0.15
C  0.957  2.337  0.166  -0.64
O  1.957  1.846  -0.473  -0.12
O  0.049  1.602  0.687  -0.12
H  -4.787  5.594  3.581  0.09
H  -6.176  3.574  3.664  0.11
H  -5.032  1.383  4.082  0.11
H  -0.673  2.660  1.905  0.10
H  -1.258  3.972  5.322  0.11
H  0.547  4.776  6.672  0.09
H  2.906  4.857  5.786  0.09
H  3.097  4.886  3.211  0.11
H  2.541  4.422  1.326  0.15
H  1.247  5.626  1.356  0.11
Cl  -0.829  -2.896  6.535  0.48
C  -0.602  -1.235  6.007  -1.02
Cl  0.848  -0.867  4.957  0.50
H  -0.618  -0.644  6.933  0.02
H  -1.506  -0.961  5.439  -0.01
Ge  0.057  0.031  -4.537  0.77
C  1.127  1.535  -5.365  -0.43
C  0.748  2.287  -6.444  -0.14
C  1.713  2.963  -7.211  -0.14
C  3.000  3.059  -6.811  -0.12
C  3.418  2.323  -5.643  -0.09
C  2.484  1.592  -4.922  -0.14
C  -1.831  0.819  -4.725  -0.40
C  -2.017  2.165  -4.443  -0.18
C  -3.148  2.836  -4.810  -0.15
C  -4.148  2.193  -5.488  -0.13
C  -4.056  0.775  -5.604  -0.15
C  -2.940  0.071  -5.238  -0.15
H  0.265  -1.173  -5.593  -0.17
H  -0.308  2.338  -6.782  0.10
H  1.329  3.335  -8.107  0.07
H  3.722  3.679  -7.234  0.06
H  4.458  2.314  -5.420  0.07
H  2.726  1.021  -4.042  0.06
H  -1.229  2.778  -4.059  0.09
H  -3.230  3.877  -4.588  0.08
H  -5.131  2.579  -5.807  0.08
H  -4.916  0.218  -5.997  0.08
H  -2.845  -1.006  -5.424  0.08

Results
Maximum force: 3.3 eV Å⁻¹
LUMO: 3.67 eV
Energy relative to the best compared isomer or geometry (same formula, charge and spin): 32.1 kcal/mol
Total charge: -2

***

This record from the OMol25 dataset describes a cluster of 2 separate species, ClF2OS in total. The level of theory is ωB97M-V with the def2-TZVPD basis set.

Last column: Löwdin charge in e.
CARTESIAN COORDINATES (ANGSTROEM)
O  0.822  -1.164  -0.330  -0.22
F  -1.373  0.571  0.620  -0.63
F  1.324  1.025  -0.338  -0.20
S  0.837  -0.137  0.609  1.31
Cl  -2.698  -0.113  -0.342  0.74

Results
Maximum force: 3.3 eV Å⁻¹
LUMO: -9.10 eV
Energy relative to the best compared isomer or geometry (same formula, charge and spin): 51.6 kcal/mol
Total charge: +1

***

This record from the OMol25 dataset describes a structure of composition C19H28N5OPbS. The level of theory is ωB97M-V with the def2-TZVPD basis set.

Last column: Löwdin charge in e.
CARTESIAN COORDINATES (ANGSTROEM)
Pb  -0.216  0.016  -1.306  1.38
C  2.891  -2.175  0.322  0.02
C  3.035  -0.597  0.494  -0.65
C  4.524  -0.229  0.411  -0.03
C  2.431  -0.140  1.809  -0.03
C  2.262  -0.344  -0.696  -0.02
H  3.411  -2.541  1.207  0.12
H  3.405  -2.541  -0.564  0.10
H  1.864  -2.532  0.339  0.07
H  5.073  -0.735  1.206  0.09
H  4.645  0.845  0.540  0.08
H  4.959  -0.523  -0.544  0.09
H  2.957  -0.591  2.652  0.10
H  1.383  -0.414  1.877  0.05
H  2.518  0.942  1.895  0.09
H  2.919  -0.492  -1.568  0.07
N  -1.789  2.138  1.526  0.12
C  -0.581  2.566  1.141  -0.67
N  0.210  1.935  0.299  -0.03
C  1.370  2.683  0.070  -0.33
C  2.377  2.383  -0.847  -0.06
C  3.484  3.215  -0.916  -0.06
C  3.600  4.345  -0.110  -0.07
C  2.587  4.676  0.772  -0.07
C  1.483  3.840  0.840  -0.46
S  0.056  4.036  1.822  1.13
H  -2.279  1.450  0.958  0.07
H  -2.353  2.740  2.102  0.11
H  2.303  1.561  -1.561  0.07
H  4.264  2.985  -1.629  0.12
H  4.469  4.980  -0.188  0.11
H  2.654  5.563  1.386  0.12
C  0.044  -3.044  -2.253  -0.08
C  -0.331  -3.027  -0.809  -0.44
C  -0.618  -4.085  0.016  -0.06
C  -0.908  -3.541  1.290  -0.07
C  -0.779  -2.175  1.193  -0.41
C  -0.903  -1.176  2.296  -0.05
N  -0.427  -1.846  -0.102  -0.15
H  0.122  -4.073  -2.602  0.09
H  1.019  -2.585  -2.453  0.06
H  -0.691  -2.554  -2.901  0.06
H  -0.623  -5.124  -0.269  0.10
H  -1.160  -4.085  2.186  0.10
H  -1.778  -1.374  2.920  0.09
H  -0.999  -0.161  1.927  0.03
H  -0.048  -1.194  2.975  0.07
N  -3.802  -1.796  -0.078  0.22
C  -3.467  -0.702  -0.780  -0.65
N  -4.040  -0.521  -1.989  0.19
O  -2.631  0.118  -0.344  -0.19
H  -4.362  -2.528  -0.479  0.12
H  -3.182  -2.044  0.678  0.10
H  -4.741  -1.139  -2.356  0.12
H  -3.886  0.357  -2.452  0.12

Results
Maximum force: 0.7 eV Å⁻¹
LUMO: -3.38 eV
Energy relative to the best compared isomer or geometry (same formula, charge and spin): 32.7 kcal/mol
Total charge: +1

***

This record from the OMol25 dataset describes a structure of composition C15H30BCoF4N6OP. The level of theory is ωB97M-V with the def2-TZVPD basis set.

Last column: Löwdin spin population.
CARTESIAN COORDINATES (ANGSTROEM)
Co  -0.471  -0.004  -0.005  0.99
C  1.460  -0.126  2.710  0.00
C  1.600  -1.657  2.668  0.00
N  0.576  -2.241  1.822  0.00
C  1.878  -2.405  -0.296  0.00
C  1.842  -1.530  -1.561  0.00
N  1.397  -0.149  -1.313  0.00
C  2.439  0.752  -0.802  0.00
C  2.667  0.555  0.689  0.00
N  1.377  0.453  1.371  0.00
H  0.540  0.130  3.235  0.00
H  2.304  0.284  3.276  0.00
H  2.584  -1.959  2.316  0.00
H  1.479  -2.051  3.676  0.00
H  -0.365  -2.062  2.161  0.00
H  2.766  -2.230  0.303  0.00
H  1.904  -3.451  -0.608  0.00
H  2.836  -1.536  -2.021  0.00
H  1.137  -1.982  -2.257  0.00
H  1.087  0.244  -2.195  0.00
H  3.384  0.606  -1.339  0.00
H  2.104  1.774  -0.970  0.00
H  3.249  -0.346  0.881  0.00
H  3.248  1.404  1.061  0.00
H  1.005  1.401  1.445  0.00
F  -0.215  2.091  -0.344  0.02
B  0.353  3.454  -0.170  0.00
F  1.038  3.727  -1.348  0.00
F  -0.691  4.312  0.070  0.00
F  1.231  3.339  0.917  0.00
N  -1.526  0.039  1.611  -0.01
C  -2.454  0.256  2.306  0.00
N  -3.366  0.525  3.109  0.00
C  -4.560  0.103  3.416  0.00
N  -5.616  -0.235  3.749  0.00
C  -3.767  -1.873  -0.552  0.00
C  -3.330  -1.198  -1.854  0.00
P  -2.213  0.223  -1.536  -0.02
C  -3.319  1.553  -0.916  0.00
C  -4.331  2.150  -1.890  0.00
C  -1.642  0.751  -3.209  0.00
C  -2.598  0.547  -4.385  0.00
H  -4.458  -2.690  -0.759  0.00
H  -4.272  -1.169  0.112  0.00
H  -2.903  -2.272  -0.023  0.00
H  -4.197  -0.844  -2.414  0.00
H  -2.787  -1.908  -2.481  0.00
H  -2.660  2.338  -0.536  0.00
H  -3.830  1.129  -0.048  0.00
H  -3.831  2.677  -2.701  0.00
H  -4.951  2.875  -1.362  0.00
H  -4.995  1.394  -2.312  0.00
H  -0.724  0.188  -3.406  0.00
H  -1.352  1.800  -3.112  0.00
H  -2.805  -0.511  -4.546  0.00
H  -2.137  0.940  -5.292  0.00
H  -3.545  1.062  -4.242  0.00
O  -0.462  -2.140  -0.163  0.01
C  0.599  -2.216  0.474  0.01

Results
Maximum force: 1.5 eV Å⁻¹
LUMO (spin up / spin down): -0.51 / 0.10 eV
Energy relative to the best compared isomer or geometry (same formula, charge and spin): 0.0 kcal/mol
2S+1: 2
Total charge: 0
Expectation value of S²: 0.7644

***

This record from the OMol25 dataset describes a structure of composition C2H3ClFP. The level of theory is ωB97M-V with the def2-TZVPD basis set.

Last column: Löwdin charge in e.
CARTESIAN COORDINATES (ANGSTROEM)
C  1.893  0.519  -0.143  -0.28
C  -1.736  -1.220  -0.100  -0.64
F  -0.553  1.248  0.199  -0.40
P  0.334  -0.130  0.090  0.89
Cl  -3.076  -0.183  0.067  0.54
H  2.681  0.013  -0.538  -0.07
H  2.102  1.658  -0.304  0.05
H  -1.646  -1.906  0.730  -0.08

Results
Maximum force: 4.4 eV Å⁻¹
LUMO (spin up / spin down): -1.19 / -1.17 eV
Energy relative to the best compared isomer or geometry (same formula, charge and spin): 106.1 kcal/mol
Total charge: 0

***

What is the total charge in the second record? +1

***

What is the formula in the third record? C19H28N5OPbS